(1)
ORCA calculation (the ωB97M-V functional and the def2-TZVPD basis) on a structure of composition C4H6IN2 in a non-equilibrium geometry.

The value obtained for the calculated total energy is -562.80708 Eh. The charge is +1. For the LUMO energy, the calculation gives -5.983 eV. For the energy relative to the best compared isomer or geometry (same formula, charge and spin), the calculation gives 428.2 kJ/mol. For the HOMO-LUMO gap, the calculation gives 0.279 hartree.

Geometry as XYZ:
```
13
Properties=species:S:1:pos:R:3:forces:R:3
C 0.824 2.038 -0.116 -1.530 2.768 -0.312
C -0.380 1.482 -0.001 3.919 -1.744 0.095
C 1.472 0.661 0.019 0.042 -0.084 0.617
C -0.161 -1.188 0.096 1.338 -3.298 -1.757
N 0.313 0.115 0.211 0.897 1.514 -0.808
N -1.531 -1.243 -0.187 -1.358 0.954 -0.326
I 3.331 -0.206 0.000 -0.825 0.443 -0.142
H 0.994 3.128 -0.269 0.751 -1.303 0.131
H -1.382 1.329 -0.041 -3.030 1.240 -0.252
H 0.223 -1.667 0.951 -0.012 -1.071 1.682
H 0.399 -1.718 -0.733 -0.459 0.623 0.516
H -2.067 -0.614 0.376 -0.485 -0.113 0.477
H -2.035 -2.116 -0.308 0.751 0.071 0.081
```
Forces are in eV/Å.

=====

(2)
ORCA calculation (the ωB97M-V functional and the def2-TZVPD basis) on the ion C4H6IN2O with charge +1 in a non-equilibrium geometry.

The value obtained for the calculated total energy is -638.08810 Eh. The charge is +1. For the LUMO energy, the calculation gives -5.462 eV. The structure (SMILES) is [NH2+]=C1C=CCON1I. For the energy relative to the best compared isomer or geometry (same formula, charge and spin), the calculation gives 234.2 kJ/mol. For the HOMO-LUMO gap, the calculation gives 0.288 hartree.

Geometry as XYZ:
```
14
Properties=species:S:1:pos:R:3:forces:R:3
N 0.508 2.195 0.640 2.362 1.323 1.351
C 0.407 0.933 0.514 1.928 -3.217 0.403
C -0.524 0.350 -0.351 -1.181 -1.842 -0.404
C -0.534 -0.962 -0.566 0.399 -1.084 1.745
C 0.302 -1.880 0.296 -1.346 0.770 -0.619
O 0.945 -1.202 1.384 -0.923 -1.297 -0.117
N 1.374 0.057 1.154 -0.602 2.837 -1.062
I 3.480 0.238 0.911 -1.168 0.080 -0.070
H -0.178 2.923 0.553 -0.275 -0.135 -0.591
H 1.397 2.401 1.088 -0.320 0.996 0.312
H -1.216 0.876 -0.927 -0.809 1.522 -0.454
H -1.261 -1.444 -1.210 0.307 0.169 -0.356
H -0.362 -2.663 0.679 0.083 0.401 0.671
H 0.935 -2.439 -0.335 1.544 -0.524 -0.809
```
Forces are in eV/Å.

=====

(3)
ORCA calculation (the ωB97M-V functional and the def2-TZVPD basis) on a structure of composition C4H6LiMgO2 in a non-equilibrium geometry.

The value obtained for the calculated total energy is -514.05473 Eh. The spin multiplicity is 2. The charge is 0. For the LUMO energy (spin up / spin down), the calculation gives -1.178 / -1.217 eV. For the energy relative to the best compared isomer or geometry (same formula, charge and spin), the calculation gives 0.0 kJ/mol. For the HOMO-LUMO gap (spin up / spin down), the calculation gives 0.170 / 0.252 hartree.

Geometry as XYZ:
```
14
Properties=species:S:1:pos:R:3:forces:R:3
O 0.991 0.149 -1.868 0.395 -0.399 0.457
Mg 1.589 -1.119 -0.565 -0.711 0.487 -0.289
C -0.360 0.349 -2.117 -0.136 -0.707 -0.035
C -1.215 0.413 -0.848 0.132 2.205 2.464
H -0.519 1.301 -2.663 -0.013 -0.265 0.223
H -0.941 1.366 -0.360 -0.257 0.281 -0.323
H -2.284 0.497 -1.105 0.253 -0.219 0.200
H -0.774 -0.448 -2.774 0.140 0.180 0.035
C -0.835 -1.776 -0.279 0.263 -2.664 3.606
C -1.038 -0.597 0.426 -0.329 0.880 -6.376
O -1.177 -0.167 1.611 1.097 -0.420 0.731
Li 0.245 0.411 2.789 -0.933 -0.452 -0.902
H -0.735 -2.073 -1.327 -0.471 1.379 0.060
H -1.056 -2.678 0.299 0.570 -0.285 0.149
```
Forces are in eV/Å.

=====

(4)
ORCA calculation (the ωB97M-V functional and the def2-TZVPD basis) on a structure of composition C4H6LiO2Yb in a non-equilibrium geometry.

The value obtained for the calculated total energy is -1472.31098 Eh. The spin multiplicity is 3. The charge is +1. For the LUMO energy (spin up / spin down), the calculation gives -4.194 / -6.300 eV. For the energy relative to the best compared isomer or geometry (same formula, charge and spin), the calculation gives 0.0 kJ/mol. For the HOMO-LUMO gap (spin up / spin down), the calculation gives 0.187 / 0.197 hartree.

Geometry as XYZ:
```
14
Properties=species:S:1:pos:R:3:forces:R:3
O 1.187 -1.629 0.890 -0.099 0.874 -4.166
C 0.803 -1.540 -0.343 -0.340 -0.192 5.075
C -0.646 -1.389 -0.520 -0.108 1.589 -0.496
Yb 2.974 -0.017 -0.137 -0.191 -0.004 0.242
Li 0.150 -0.334 2.159 -0.030 0.208 0.020
H -1.217 -1.823 0.324 0.443 -0.034 -0.512
H -1.031 -1.702 -1.497 0.106 0.308 0.354
C -0.151 1.182 0.643 -0.119 -1.101 1.145
C -0.893 0.366 -0.348 -0.637 -0.679 -1.380
O 1.193 1.531 0.146 0.483 -0.488 -0.564
H -0.665 2.133 0.837 -0.044 -0.482 0.098
H -1.972 0.282 -0.180 0.191 0.419 0.530
H -0.859 0.826 -1.352 0.448 -0.758 -0.179
H 1.126 2.112 -0.622 -0.103 0.339 -0.168
```
Forces are in eV/Å.

=====

(5)
ORCA calculation (the ωB97M-V functional and the def2-TZVPD basis) on a structure of composition C4H6LiOPm in a non-equilibrium geometry.

The value obtained for the calculated total energy is -846.89196 Eh. The spin multiplicity is 5. The charge is 0. For the LUMO energy (spin up / spin down), the calculation gives -1.126 / -0.612 eV. For the HOMO-LUMO gap (spin up / spin down), the calculation gives 0.219 / 0.225 hartree.

Geometry as XYZ:
```
13
Properties=species:S:1:pos:R:3:forces:R:3
C -3.191 0.112 0.022 -0.497 -0.603 0.336
C -4.209 -0.516 0.333 0.685 0.636 -0.044
H -5.127 -0.982 0.655 0.376 0.128 -0.240
H -1.128 -0.674 1.921 0.043 0.090 -0.198
O -0.385 -0.279 1.437 0.158 0.154 -0.134
C 0.790 -0.189 2.285 -0.408 -0.136 0.417
C 2.007 0.170 1.465 0.023 0.715 -0.751
Li -1.231 0.695 0.000 -0.851 -0.418 0.136
Pm 1.763 1.902 -0.355 0.413 -0.931 1.055
H 0.860 -1.158 2.813 0.192 0.312 -0.201
H 0.591 0.579 3.052 0.155 -0.169 -0.209
H 2.458 -0.729 1.002 -0.181 0.237 0.032
H 2.774 0.574 2.151 -0.107 -0.016 -0.201
```
Forces are in eV/Å.

=====

(6)
ORCA calculation (the ωB97M-V functional and the def2-TZVPD basis) on a structure of composition C4H6LiOSr in a non-equilibrium geometry.

The value obtained for the calculated total energy is -269.33391 Eh. The charge is -1. For the LUMO energy, the calculation gives 2.645 eV. For the HOMO-LUMO gap, the calculation gives 0.149 hartree.

Geometry as XYZ:
```
13
Properties=species:S:1:pos:R:3:forces:R:3
C -2.248 -0.336 -1.476 -0.718 -0.524 1.343
C -2.948 -0.978 -0.662 0.101 1.214 -1.096
H -3.843 -1.286 -0.141 0.515 -0.240 -0.076
H -1.118 0.195 0.851 2.439 1.364 -1.332
O -0.274 0.703 0.492 -2.957 -0.856 1.306
C 0.910 0.044 0.992 0.025 -1.550 -0.414
C 1.876 -0.174 -0.146 1.516 0.749 0.391
Li -1.041 1.365 -1.129 -0.201 -0.729 -0.098
Sr 2.104 2.057 -1.492 0.294 0.207 -0.102
H 0.562 -0.882 1.485 -0.174 0.040 -0.074
H 1.320 0.638 1.826 0.234 0.106 -0.493
H 1.834 -0.972 -0.910 -1.148 -0.117 0.637
H 2.865 -0.374 0.310 0.074 0.337 0.006
```
Forces are in eV/Å.

=====

(7)
ORCA calculation (the ωB97M-V functional and the def2-TZVPD basis) on a structure of composition C4H6MgO4Yb in a non-equilibrium geometry.

The value obtained for the calculated total energy is -1815.61590 Eh. The charge is 0. For the LUMO energy, the calculation gives -1.088 eV. For the HOMO-LUMO gap, the calculation gives 0.206 hartree.

Geometry as XYZ:
```
16
Properties=species:S:1:pos:R:3:forces:R:3
O -3.069 2.669 -1.143 1.533 -0.536 -0.234
Mg -1.354 2.056 -1.285 -1.702 0.454 0.559
O -2.159 -0.948 0.604 -1.525 1.846 0.149
C -1.980 0.308 0.782 -2.588 1.603 -0.733
C -0.704 0.876 0.705 -0.381 0.821 -0.151
O 0.320 -0.079 0.666 0.435 -0.418 0.449
C 1.358 0.009 -0.318 -0.059 0.101 -0.097
C 2.068 -1.344 -0.302 0.665 0.049 -0.292
O 1.158 -2.394 -0.367 3.155 0.396 -1.605
Yb -0.554 -2.249 0.533 -1.852 -2.444 1.933
H -2.975 1.028 0.791 2.655 -1.468 0.196
H -0.484 1.795 1.265 -0.071 -0.263 -0.229
H 2.026 0.850 -0.087 -0.065 -0.176 -0.061
H 0.893 0.171 -1.306 0.019 0.009 0.127
H 2.684 -1.397 0.618 -0.137 -0.008 -0.228
H 2.772 -1.351 -1.156 -0.082 0.035 0.218
```
Forces are in eV/Å.

=====

(8)
ORCA calculation (the ωB97M-V functional and the def2-TZVPD basis) on the ion C4H6N with charge +1 in a non-equilibrium geometry.

The value obtained for the calculated total energy is -210.39159 Eh. The charge is +1. For the LUMO energy, the calculation gives -5.193 eV. The structure (SMILES) is C=C=[NH+]C=C. For the energy relative to the best compared isomer or geometry (same formula, charge and spin), the calculation gives 169.2 kJ/mol. For the HOMO-LUMO gap, the calculation gives 0.373 hartree.

Geometry as XYZ:
```
11
Properties=species:S:1:pos:R:3:forces:R:3
C 2.184 -0.192 -0.036 0.375 -0.508 -0.945
C 1.050 0.293 0.070 -0.178 0.949 -0.169
N 0.081 1.042 -0.020 -1.287 -0.904 0.494
C -1.232 0.594 -0.142 -2.611 1.000 -1.037
C -1.624 -0.614 0.131 1.363 -0.409 0.688
H 2.551 -0.258 -0.997 0.959 0.426 -2.339
H 2.611 -0.882 0.547 1.701 -2.081 2.961
H 0.162 1.956 0.291 0.490 2.551 0.544
H -1.931 1.360 -0.448 0.183 0.150 -0.124
H -2.610 -0.959 0.086 -1.214 -0.256 -0.277
H -0.872 -1.252 0.535 0.220 -0.917 0.205
```
Forces are in eV/Å.

=====

(9)
ORCA calculation (the ωB97M-V functional and the def2-TZVPD basis) on the ion C4H6N with charge +1 in a non-equilibrium geometry.

The value obtained for the calculated total energy is -210.34965 Eh. The charge is +1. For the LUMO energy, the calculation gives -6.015 eV. The structure (SMILES) is C=[N+]=C=CC. For the energy relative to the best compared isomer or geometry (same formula, charge and spin), the calculation gives 279.3 kJ/mol. For the HOMO-LUMO gap, the calculation gives 0.319 hartree.

Geometry as XYZ:
```
11
Properties=species:S:1:pos:R:3:forces:R:3
C 2.784 0.371 0.205 0.779 2.052 4.078
N 1.604 0.106 0.014 -9.410 -2.447 -1.459
C 0.386 -0.272 -0.306 0.080 0.883 1.441
C -1.042 -0.629 -0.524 8.205 0.434 -1.456
C -2.121 0.047 0.167 -0.915 -0.001 1.441
H 3.356 0.072 -0.572 2.851 -0.858 -1.950
H 3.132 0.897 1.209 -0.699 -0.947 -2.434
H -0.933 -1.332 -1.405 -1.221 0.787 0.967
H -1.957 -0.081 1.245 -0.090 0.114 -0.065
H -3.142 -0.294 -0.021 0.427 -0.217 -0.397
H -2.068 1.115 -0.013 -0.008 0.198 -0.167
```
Forces are in eV/Å.

=====

(10)
ORCA calculation (the ωB97M-V functional and the def2-TZVPD basis) on the molecule C4H6N2 in a non-equilibrium geometry.

The value obtained for the calculated total energy is -265.45083 Eh. The charge is 0. For the LUMO energy, the calculation gives 0.785 eV. The structure (SMILES) is C[C@H]1N[C@@H]1C#N. For the energy relative to the best compared isomer or geometry (same formula, charge and spin), the calculation gives 222.5 kJ/mol. For the HOMO-LUMO gap, the calculation gives 0.419 hartree.

Geometry as XYZ:
```
12
Properties=species:S:1:pos:R:3:forces:R:3
C 1.507 -0.421 0.131 0.918 -1.782 -2.007
C 0.101 -0.051 0.541 2.292 -0.995 -0.143
N -0.428 1.260 0.319 1.854 2.391 -1.154
C -0.880 0.187 -0.503 -4.257 -1.478 2.774
C -2.312 -0.233 -0.228 -2.057 -0.508 0.608
N -3.411 -0.562 0.047 3.412 0.978 -0.935
H 2.157 0.400 0.238 0.946 1.180 0.448
H 1.661 -0.722 -0.962 -0.700 0.477 1.180
H 1.992 -1.286 0.656 -0.887 0.817 -0.009
H -0.022 -0.444 1.508 -1.396 -0.512 0.964
H 0.279 1.791 -0.265 -1.126 -0.395 1.034
H -0.643 0.080 -1.482 1.000 -0.172 -2.759
```
Forces are in eV/Å.

=====

(11)
ORCA calculation (the ωB97M-V functional and the def2-TZVPD basis) on the molecule C4H6N2 in a non-equilibrium geometry.

The value obtained for the calculated total energy is -265.45334 Eh. The charge is 0. For the LUMO energy, the calculation gives 0.732 eV. The structure (SMILES) is N#CC1CNC1. For the energy relative to the best compared isomer or geometry (same formula, charge and spin), the calculation gives 215.9 kJ/mol. For the HOMO-LUMO gap, the calculation gives 0.366 hartree.

Geometry as XYZ:
```
12
Properties=species:S:1:pos:R:3:forces:R:3
N 2.994 0.046 -0.471 -2.766 -0.709 0.958
C 1.902 -0.101 -0.066 3.196 1.182 -1.032
C 0.560 -0.017 0.469 0.982 -1.161 -0.143
C -0.442 -0.984 -0.100 -1.655 -3.966 -0.262
N -1.172 0.096 -0.681 -3.088 -0.202 -0.474
C -0.328 1.103 -0.046 -1.067 1.598 1.351
H 0.586 -0.191 1.509 0.298 0.418 1.333
H -1.049 -1.618 0.671 1.083 1.354 -0.675
H -0.221 -1.800 -0.851 0.692 1.017 0.633
H -2.202 -0.042 -0.464 1.782 1.292 -0.434
H -0.807 1.749 0.779 0.672 -0.974 -1.135
H 0.178 1.758 -0.749 -0.128 0.151 -0.120
```
Forces are in eV/Å.

=====

(12)
ORCA calculation (the ωB97M-V functional and the def2-TZVPD basis) on a structure of composition C4H6N2 in a non-equilibrium geometry.

The value obtained for the calculated total energy is -265.39327 Eh. The charge is 0. For the LUMO energy, the calculation gives 0.882 eV. For the energy relative to the best compared isomer or geometry (same formula, charge and spin), the calculation gives 373.6 kJ/mol. For the HOMO-LUMO gap, the calculation gives 0.392 hartree.

Geometry as XYZ:
```
12
Properties=species:S:1:pos:R:3:forces:R:3
N 0.620 0.404 -2.271 2.807 -0.148 -0.813
C 1.351 -0.112 -1.514 -0.824 0.454 -0.667
C 1.292 -0.780 -0.199 0.082 0.050 -0.100
N -0.070 -0.543 0.287 -0.180 0.039 -0.585
C -1.080 0.065 -0.560 -0.303 0.650 -0.763
C -0.506 0.793 0.627 -0.091 0.223 -0.105
H 1.466 -1.851 -0.332 -0.062 0.101 -0.003
H 2.031 -0.401 0.509 -0.083 0.024 -0.082
H -2.032 -0.472 -0.529 0.190 0.435 -0.033
H -0.709 0.594 -1.747 -1.438 -1.616 3.537
H 0.145 1.627 0.353 -0.032 -0.151 0.041
H -0.968 0.899 1.614 -0.065 -0.061 -0.426
```
Forces are in eV/Å.